No. 1
The following is a quantum chemistry calculation of C41H39N5O2Pd as an isolated structure, from the Open Molecules 2025 dataset.

```
88
C41H39N5O2Pd | the Open Molecules 2025 dataset | the ωB97M-V functional and the def2-TZVPD basis
H 2.49681 3.35383 -2.53843
H 2.76088 1.62648 -2.81512
H -3.79294 -1.92193 -5.59172
H -1.80810 -0.89268 -5.08041
O 1.85676 1.42296 -0.51687
C 2.26461 -2.46609 -0.37017
C -4.05923 -2.00986 -4.54396
H 3.27732 -4.32876 -1.15328
C -2.87338 3.24266 -0.33929
O -1.36471 -1.27257 -1.26083
C 2.56905 -2.49475 0.99615
C -5.68696 -2.52084 -2.85430
H -5.20566 -1.30639 0.08530
H -7.28998 -2.37689 -5.08467
H -1.03952 -2.00766 -3.94900
H 5.14300 -2.84280 0.27628
Pd 0.07894 -0.04099 -0.13934
H 5.03912 3.71950 -0.05758
C 1.00877 0.08395 2.81258
C 4.81303 -3.58281 0.99661
C -1.36046 3.63021 -2.17220
C 3.53559 1.62803 1.17370
H 0.32501 2.30231 -2.30107
C -5.26351 -2.27551 -0.41627
H 3.27597 -2.10238 3.77676
H -4.24285 2.29073 1.87224
H -4.76894 0.59442 3.58956
H -6.68688 -2.84554 -2.58923
C 5.27058 -5.49507 2.37595
H 2.06804 -4.47988 2.77928
C 3.00245 1.81799 -0.21965
C 1.87208 -0.43209 3.85756
H 0.33630 0.92845 2.88417
C 3.50420 -3.54919 1.47833
C -3.61255 1.42120 1.98900
H -5.97889 -2.58792 -6.25701
C 3.96403 -5.46942 2.85422
N 1.52429 -1.46677 -1.00196
C 3.08714 -4.49456 2.40999
C 5.09311 2.96863 -0.84352
C 1.49180 -1.79218 -2.26836
C -3.12618 -1.66981 -3.58486
C 2.21546 -3.02634 -2.54503
N 1.12321 -0.58942 1.69733
C -0.57880 2.55195 -1.76265
C 3.23430 2.55187 -2.49598
H 4.47522 2.13457 1.36507
H 2.31387 -3.50476 -3.50753
C -0.98271 1.82255 -0.66663
C 2.69779 -3.44344 -1.36071
C -3.49165 -1.76962 -2.22082
H -3.08486 4.83510 -1.75477
C 2.07494 -1.58488 1.93525
H 5.80803 2.19735 -0.55963
H 0.96405 -1.17475 -2.98417
H -3.01057 -1.48057 -0.15124
C 2.53058 -1.47474 3.31270
C 6.19144 -6.50554 2.83847
H -3.29346 -1.41888 3.80547
C -1.76809 -1.19490 -4.03560
H 3.67711 0.55819 1.34566
C -4.80116 -2.18536 -1.85512
C -2.50010 1.24934 1.17101
C -2.49330 3.98182 -1.45006
N -1.70305 0.18066 1.32760
H -6.30076 -2.59980 -0.38171
C -3.08852 -0.64641 3.07733
H -4.67974 -2.99377 0.16249
H 5.46431 3.45727 -1.73851
C -3.90567 0.47087 2.94846
H -1.07001 4.20229 -3.04499
H 6.71612 -4.57410 1.08336
H 1.96066 -0.03768 4.85918
H -1.32028 -1.59282 2.30774
C -1.99330 -0.74566 2.24734
C -2.58242 -1.48688 -1.15767
H -1.40780 -0.35871 -3.43894
C -2.11935 2.14382 0.06495
H 4.04985 2.78439 -3.17369
C -6.32335 -2.85009 -5.25925
H -6.48418 -3.92960 -5.22633
N 3.77025 2.40205 -1.14198
H 3.64049 -6.21398 3.56946
H -3.77002 3.52137 0.20082
C 5.69707 -4.54837 1.44596
C -5.33564 -2.45096 -4.20413
H 2.79051 1.98570 1.88239
N 6.92901 -7.30756 3.20329
```

The calculation puts the lowest unoccupied orbital energy (alpha / beta) at -0.2344 / -0.3005 hartree. The orbital gap (alpha / beta) comes out at 7.2 / 5.6 eV. As for the relative energy (zero: lowest compared OMol25 entry of this formula, charge and spin): 10.8 kcal/mol. The calculation puts the total energy at -2137.2737 Ha. As for the spin multiplicity: 5. Its charge is +2.

Atom charges from the Mulliken analysis, given in e for atoms 1 to 2: 0.310 0.168


No. 2
The following is a quantum chemistry calculation of a 2-piece molecular cluster, C7H14O overall in a non-equilibrium geometry, from the Open Molecules 2025 dataset.

```
22
C7H14O | the Open Molecules 2025 dataset | the ωB97M-V functional and the def2-TZVPD basis
H 0.15923 0.90702 -2.43918
H 1.78426 -3.33876 1.44108
H 1.56262 1.64167 0.78495
H -1.04789 -1.27553 -0.46215
H -2.07858 2.17108 0.39903
C -0.46815 1.52929 -1.82799
H -0.67003 2.91649 1.23792
H -2.30112 -2.18264 -0.72493
C 1.09321 1.01353 -0.00807
H -1.33565 3.38775 -0.39507
C 0.95480 -2.78262 1.01791
H -1.41816 1.85075 -2.22706
O -1.99709 -1.38632 -0.29051
H 1.83431 0.96705 -0.81985
C 0.84615 -0.28525 0.70611
H 0.28709 -2.67020 1.88257
C -0.18667 1.62514 -0.51759
H 2.03529 -1.53758 -0.44221
C -1.06242 2.55649 0.29051
H 0.35019 -0.18220 1.68430
C 1.27010 -1.49577 0.38117
H 0.38853 -3.42939 0.32905
```

The SMILES is C=C(C)C/C=C/C.O. The calculation puts the lowest unoccupied orbital energy at 0.0351 hartree. The orbital gap comes out at 10.0 eV. As for the relative energy (zero: lowest compared OMol25 entry of this formula, charge and spin): 42.2 kcal/mol. The calculation puts the total energy at -350.2923 Ha.

Atom charges from the Mulliken analysis, given in e for atoms 1 to 2: 0.298 0.389


No. 3
The following is a quantum chemistry calculation of one molecule with the formula C4H8N3P in a non-equilibrium geometry, from the Open Molecules 2025 dataset.

```
16
C4H8N3P | the Open Molecules 2025 dataset | the ωB97M-V functional and the def2-TZVPD basis
C -2.87844 -0.02445 0.44792
H -3.71226 0.14496 -0.30838
H -3.08841 0.72024 1.25559
N -1.62741 0.35918 -0.05919
H 2.45402 -1.14521 1.04821
H 2.19331 1.12329 -1.57180
H 2.47169 -1.51660 -0.74164
C -0.46462 -0.15583 0.39224
N 0.43577 0.42879 -0.36889
H -2.93263 -1.13224 0.68038
N -0.11150 1.33190 -1.21220
H -0.13396 -0.80260 1.17241
P 2.06702 0.81817 -0.17723
C 2.85667 -0.78801 0.07352
C -1.39927 1.34170 -1.02775
H 3.87002 -0.70329 0.39681
```

The calculation puts the lowest unoccupied orbital energy at 0.0205 hartree. The orbital gap comes out at 8.7 eV. As for the relative energy (zero: lowest compared OMol25 entry of this formula, charge and spin): 45.5 kcal/mol. The calculation puts the total energy at -662.7089 Ha.

Atom charges from the Mulliken analysis, given in e for atoms 1 to 2: -0.947 0.308


Copy entry 3 word for word.
The following is a quantum chemistry calculation of one molecule with the formula C4H8N3P in a non-equilibrium geometry, from the Open Molecules 2025 dataset.

```
16
C4H8N3P | the Open Molecules 2025 dataset | the ωB97M-V functional and the def2-TZVPD basis
C -2.87844 -0.02445 0.44792
H -3.71226 0.14496 -0.30838
H -3.08841 0.72024 1.25559
N -1.62741 0.35918 -0.05919
H 2.45402 -1.14521 1.04821
H 2.19331 1.12329 -1.57180
H 2.47169 -1.51660 -0.74164
C -0.46462 -0.15583 0.39224
N 0.43577 0.42879 -0.36889
H -2.93263 -1.13224 0.68038
N -0.11150 1.33190 -1.21220
H -0.13396 -0.80260 1.17241
P 2.06702 0.81817 -0.17723
C 2.85667 -0.78801 0.07352
C -1.39927 1.34170 -1.02775
H 3.87002 -0.70329 0.39681
```

The calculation puts the lowest unoccupied orbital energy at 0.0205 hartree. The orbital gap comes out at 8.7 eV. As for the relative energy (zero: lowest compared OMol25 entry of this formula, charge and spin): 45.5 kcal/mol. The calculation puts the total energy at -662.7089 Ha.

Atom charges from the Mulliken analysis, given in e for atoms 1 to 2: -0.947 0.308


Question: Which of these has the lowest total energy?
Answer: C41H39N5O2Pd


Copy entry 2 word for word.
The following is a quantum chemistry calculation of a 2-piece molecular cluster, C7H14O overall in a non-equilibrium geometry, from the Open Molecules 2025 dataset.

```
22
C7H14O | the Open Molecules 2025 dataset | the ωB97M-V functional and the def2-TZVPD basis
H 0.15923 0.90702 -2.43918
H 1.78426 -3.33876 1.44108
H 1.56262 1.64167 0.78495
H -1.04789 -1.27553 -0.46215
H -2.07858 2.17108 0.39903
C -0.46815 1.52929 -1.82799
H -0.67003 2.91649 1.23792
H -2.30112 -2.18264 -0.72493
C 1.09321 1.01353 -0.00807
H -1.33565 3.38775 -0.39507
C 0.95480 -2.78262 1.01791
H -1.41816 1.85075 -2.22706
O -1.99709 -1.38632 -0.29051
H 1.83431 0.96705 -0.81985
C 0.84615 -0.28525 0.70611
H 0.28709 -2.67020 1.88257
C -0.18667 1.62514 -0.51759
H 2.03529 -1.53758 -0.44221
C -1.06242 2.55649 0.29051
H 0.35019 -0.18220 1.68430
C 1.27010 -1.49577 0.38117
H 0.38853 -3.42939 0.32905
```

The SMILES is C=C(C)C/C=C/C.O. The calculation puts the lowest unoccupied orbital energy at 0.0351 hartree. The orbital gap comes out at 10.0 eV. As for the relative energy (zero: lowest compared OMol25 entry of this formula, charge and spin): 42.2 kcal/mol. The calculation puts the total energy at -350.2923 Ha.

Atom charges from the Mulliken analysis, given in e for atoms 1 to 2: 0.298 0.389